1.
21
Properties=species:S:1:pos:R:3:forces:R:3:mulliken_charge:R:1 method="wB97M-V/def2-TZVPD" smiles="C/C=C/C=C/NC.O" spin_multiplicity=1 total_charge=0 gap_ev=8.888 de_lowest_ev=2.275 homo_energy_ev=-8.07 lumo_energy_ev=0.8
C -0.390 1.966 -2.908 -0.049 0.331 0.661 -1.157
C -0.367 1.409 -1.507 -0.611 -0.177 -0.193 0.239
C -0.824 0.183 -1.241 0.727 0.118 -0.126 -0.931
C -0.711 -0.551 0.024 0.110 0.028 0.042 -0.265
C -0.677 -0.085 1.273 -0.463 -0.053 0.699 -0.156
N -0.628 -0.934 2.402 0.420 0.066 -0.838 -0.370
C 0.489 -0.668 3.307 0.169 -0.575 0.758 -0.891
H -0.905 2.930 -2.868 0.258 0.081 -0.331 0.326
H 0.620 2.081 -3.318 -0.154 0.219 0.128 0.281
H -0.946 1.324 -3.580 -0.104 -0.216 -0.079 0.336
H -0.087 2.061 -0.683 0.371 -0.046 -0.173 0.333
H -1.134 -0.383 -2.114 -0.141 -0.256 0.127 0.242
H -0.511 -1.617 -0.093 -0.411 0.011 0.011 0.396
H -0.781 0.955 1.582 0.051 0.023 -0.483 0.399
H -0.633 -1.888 2.064 0.086 -0.100 0.269 0.292
H 0.874 -1.613 3.712 -0.232 0.065 -0.112 0.340
H 0.146 -0.110 4.184 0.179 0.233 -0.258 0.285
H 1.365 -0.197 2.844 -0.314 0.199 -0.064 0.288
O 1.945 -1.836 -1.225 0.173 -0.032 -0.544 -0.656
H 1.423 -1.090 -1.555 0.077 -0.127 0.328 0.341
H 1.734 -1.938 -0.298 -0.143 0.208 0.179 0.329

2.
22
Properties=species:S:1:pos:R:3:forces:R:3:mulliken_charge:R:1 method="wB97M-V/def2-TZVPD" spin_multiplicity=2 total_charge=-1 gap_ev="2.551 / 8.350" s2=0.75 de_lowest_ev=0.527 homo_energy_ev="1.03 / -4.79" lumo_energy_ev="3.6 / 3.6"
C -0.587 1.242 0.812 0.389 0.954 -0.799 -1.076
C -0.445 1.818 -0.422 -0.039 0.794 -0.127 -0.734
N 0.613 1.252 -1.074 -0.329 -0.350 0.272 0.093
C 1.166 0.277 -0.257 -0.271 0.280 -0.604 -1.577
C 0.467 0.307 0.920 0.376 -1.186 0.722 2.352
C 0.856 -0.520 2.123 -1.569 0.274 -0.336 -2.016
C 2.280 -0.610 -0.713 -0.119 0.051 0.489 -1.501
H -1.295 1.615 1.527 -0.090 -0.366 0.324 0.313
H -0.913 2.680 -0.876 -0.245 -0.191 0.092 0.554
H 0.953 1.614 -1.946 0.201 -0.359 -0.052 0.238
H 1.625 -1.232 1.843 0.433 0.218 0.500 0.565
H 1.011 0.170 2.956 0.850 -0.261 0.071 0.446
H 0.001 -1.107 2.486 0.023 -0.098 -0.254 0.403
H 3.138 -0.414 -0.066 0.394 -0.015 -0.444 0.265
H 2.468 -0.482 -1.774 0.396 0.340 -0.067 0.706
H 2.080 -1.677 -0.611 -0.371 -0.013 0.223 0.323
H -2.680 -0.269 -1.594 0.518 -0.110 0.149 0.401
H -1.341 0.022 -2.359 0.578 0.130 0.609 0.273
O -2.256 -0.206 -2.463 -1.102 -0.116 -0.702 -0.905
H -2.826 -1.395 1.167 0.447 -0.015 0.153 0.371
H -1.678 -1.586 0.094 0.060 -0.001 0.462 0.153
O -2.635 -1.497 0.226 -0.529 0.040 -0.681 -0.646

3.
22
Properties=species:S:1:pos:R:3:forces:R:3:mulliken_charge:R:1 method="wB97M-V/def2-TZVPD" smiles="CC(=O)C[C@H](N)[C@@H](C)O" spin_multiplicity=1 total_charge=0 gap_ev=10.001 de_lowest_ev=0.934 homo_energy_ev=-9.31 lumo_energy_ev=0.7
C -1.896 -0.967 1.382 -0.418 -0.095 -0.415 -1.310
C -0.798 -1.419 0.452 -0.085 -0.455 0.889 0.658
O -0.991 -2.171 -0.476 0.162 0.283 0.023 -0.576
C 0.583 -0.957 0.872 0.151 -0.024 -0.832 -0.774
C 1.278 -0.246 -0.287 -1.336 1.143 -0.551 -0.160
N 2.598 0.155 0.136 0.348 -0.121 -0.297 -0.685
C 0.386 1.018 -0.769 1.358 -0.531 -0.285 0.186
C -0.820 0.754 -1.665 0.126 -0.118 0.508 -1.342
O 0.051 1.757 0.399 -0.055 -0.212 0.218 -0.552
H -1.742 -1.432 2.356 0.067 -0.017 0.082 0.394
H -1.867 0.112 1.520 0.098 0.084 0.021 0.323
H -2.867 -1.267 0.992 -0.025 -0.030 0.032 0.355
H 1.184 -1.824 1.139 -0.007 -0.109 0.101 0.432
H 0.524 -0.275 1.714 -0.028 0.001 0.171 0.330
H 1.357 -0.926 -1.146 -0.018 0.142 0.217 0.443
H 2.530 0.816 0.896 0.062 0.193 0.049 0.276
H 3.121 0.580 -0.630 -0.168 -0.055 0.315 0.272
H 1.103 1.618 -1.360 -0.124 -0.145 0.079 0.331
H -1.659 0.364 -1.094 -0.031 -0.087 -0.081 0.334
H -0.560 0.047 -2.448 -0.046 -0.081 -0.084 0.318
H -1.145 1.683 -2.127 -0.002 0.151 -0.092 0.426
H -0.371 2.580 0.142 -0.029 0.083 -0.068 0.322

4.
22
Properties=species:S:1:pos:R:3:forces:R:3:mulliken_charge:R:1 method="wB97M-V/def2-TZVPD" spin_multiplicity=1 total_charge=0 gap_ev=7.761 de_lowest_ev=7.326 homo_energy_ev=-7.33 lumo_energy_ev=0.4
C 1.584 -1.825 -0.158 0.030 0.083 -0.148 -1.176
C 0.976 -0.732 0.644 -0.308 0.154 0.772 0.925
N 1.008 1.855 -0.779 0.152 -0.246 0.180 -0.461
C 1.512 -0.039 1.656 -0.166 -0.240 -0.452 -1.115
O 0.546 0.577 -1.056 -0.679 -0.183 0.111 -0.460
H 1.704 1.751 -0.024 -0.140 0.045 -0.012 0.273
H 0.239 2.383 -0.338 -0.131 -0.098 -0.073 0.292
H 1.161 -1.851 -1.161 -0.008 0.019 0.057 0.303
H 2.655 -1.640 -0.254 -0.068 0.013 0.028 0.326
H 1.442 -2.794 0.330 -0.050 0.081 -0.036 0.286
H 2.573 -0.108 1.847 -0.021 -0.016 -0.037 0.323
H 0.932 0.646 2.260 -0.043 -0.022 -0.010 0.245
C -1.897 -0.350 -1.458 0.177 -0.274 0.068 -1.324
C -1.268 0.293 -0.273 0.521 0.240 -0.018 1.158
C -1.743 1.325 0.437 0.158 -0.208 0.216 -1.207
O -0.522 -0.806 0.641 0.314 0.462 -0.541 -0.390
H -0.862 -0.736 1.552 0.058 0.139 -0.180 0.502
H -1.141 -0.814 -2.089 -0.018 0.014 0.032 0.330
H -2.635 -1.098 -1.153 0.074 0.056 -0.016 0.267
H -2.402 0.413 -2.051 0.066 0.034 0.114 0.334
H -2.566 1.911 0.054 0.042 -0.062 -0.075 0.250
H -1.296 1.638 1.371 0.040 0.009 0.020 0.319